[1]
{
  "formula": "C14H19CoF5IN4O",
  "method": "ωB97M-V/def2-TZVPD",
  "s2": 6.03,
  "homo_energy_ha": [0.0943, -0.0466],
  "total_charge": -2,
  "spin_multiplicity": 5,
  "elements": ["H", "N", "H", "Co", "C", "H", "C", "C", "H", "O", "H", "H", "C", "C", "H", "F", "F", "H", "C", "H", "F", "F", "N", "H", "F", "H", "C", "H", "C", "C", "C", "C", "H", "H", "C", "H", "C", "N", "C", "H", "H", "H", "N", "I", "H"],
  "coordinates": [[-3.331, 2.850, -0.811], [-1.942, 1.490, -1.519], [3.487, -2.680, 1.807], [0.178, -0.316, -0.003], [2.318, -1.046, 3.515], [-1.466, -3.835, -1.921], [-1.620, -0.649, -0.367], [1.543, 1.086, -0.620], [-2.592, 2.761, -3.138], [-2.736, -0.778, 0.069], [-1.105, 0.674, 4.044], [2.755, -1.988, 0.339], [-0.733, 0.765, 3.019], [1.716, 2.328, 0.269], [-1.733, 2.970, -0.039], [2.806, 0.499, -0.713], [0.521, 2.940, 0.547], [0.907, -0.792, -3.304], [-2.483, 2.269, -0.431], [4.047, -1.096, 1.216], [1.285, 1.586, -1.895], [2.495, 3.271, -0.324], [0.473, -0.034, 2.906], [0.999, -0.078, 4.996], [2.308, 2.030, 1.458], [-2.568, -2.521, -1.275], [-1.460, 0.912, -3.583], [-1.373, 0.844, -4.659], [-0.141, -1.116, -3.211], [-1.162, 0.341, -1.409], [-2.062, 1.871, -2.824], [3.173, -1.751, 1.323], [-0.511, 1.826, 2.813], [-0.186, -1.958, -2.513], [1.257, -0.356, 3.992], [-2.828, 1.611, 0.372], [-1.807, -3.262, -1.047], [2.168, -1.116, 2.151], [1.036, -0.480, 1.744], [3.154, -1.489, 4.027], [-1.488, 0.413, 2.305], [-0.504, -1.434, -4.194], [-0.975, -0.042, -2.736], [0.288, -2.575, -0.136], [-2.110, -3.944, -0.238]],
  "mulliken_spin": [0.01, 0.20, 0.25, 1.08, -0.14, 0.08, 0.02, 0.01, 0.02, 0.09, 0.01, -0.11, 0.06, 0.05, 0.01, 0.10, -0.01, 0.02, -0.02, -0.18, -0.03, 0.00, -0.14, 0.09, 0.01, -0.24, 0.01, 0.02, 0.06, 0.29, 0.06, 0.05, -0.01, -0.01, 0.25, 0.01, 0.85, 0.27, 0.30, -0.22, -0.01, -0.02, 0.17, 0.50, 0.18]
}

[2]
{
  "formula": "C14H19CoFN4O2",
  "method": "ωB97M-V/def2-TZVPD",
  "s2": 0.96,
  "relative_energy_ev": 0.000,
  "homo_energy_ha": [-0.3045, -0.3091],
  "spin_multiplicity": 2,
  "elements": ["C", "C", "C", "C", "O", "O", "H", "H", "H", "N", "H", "C", "F", "C", "H", "C", "H", "H", "H", "C", "H", "H", "C", "H", "C", "H", "H", "H", "C", "N", "H", "C", "H", "H", "H", "H", "C", "N", "C", "N", "Co"],
  "coordinates": [[2.576, -1.069, 3.754], [3.549, 0.758, 1.921], [1.663, 2.954, -3.049], [3.823, -0.543, 3.944], [-0.339, -1.011, 1.614], [1.612, 0.626, 0.639], [4.425, -0.826, 4.795], [2.365, 3.254, -2.269], [-1.557, 0.485, -2.480], [0.293, 3.095, -2.541], [0.816, 2.494, -0.597], [0.439, -1.283, 2.544], [-0.271, -1.790, -1.242], [-0.628, 2.661, -3.598], [-0.106, -1.728, 4.584], [0.127, 2.217, -1.395], [-0.341, -0.631, -3.106], [5.289, 0.811, 3.124], [-0.506, 3.319, -4.459], [1.000, 1.182, -4.488], [-1.104, -2.495, 3.323], [-0.898, 2.287, -1.025], [-0.537, 0.407, -2.860], [1.786, 3.615, -3.908], [1.790, 0.716, -2.299], [1.972, -0.325, -2.568], [2.470, 1.009, -1.505], [1.123, 1.832, -5.356], [2.256, 0.218, 1.695], [0.394, 0.795, -1.750], [0.534, -3.094, 3.676], [4.301, 0.384, 2.999], [3.923, 1.470, 1.197], [1.201, 0.153, -4.788], [-1.653, 2.747, -3.233], [2.189, -1.775, 4.476], [1.767, -0.713, 2.648], [-0.381, 1.280, -4.013], [-0.096, -2.206, 3.604], [1.961, 1.578, -3.456], [0.222, -0.360, -0.186]],
  "mulliken_spin": [0.00, 0.01, 0.00, 0.01, 0.01, 0.01, 0.00, 0.00, 0.00, 0.00, 0.01, -0.01, 0.00, 0.00, 0.00, 0.00, 0.00, 0.00, 0.00, 0.00, 0.00, 0.00, 0.00, 0.00, 0.00, 0.00, 0.00, 0.00, 0.00, -0.05, 0.00, 0.00, 0.00, 0.00, 0.00, 0.00, 0.02, 0.00, 0.00, 0.00, 1.01]
}

[3]
{
  "formula": "C14H19F3N2O5PS2",
  "method": "ωB97M-V/def2-TZVPD",
  "relative_energy_ev": 0.369,
  "homo_energy_ha": -0.1234,
  "total_charge": -1,
  "elements": ["C", "C", "O", "S", "H", "P", "H", "H", "O", "C", "F", "S", "C", "H", "C", "F", "H", "H", "C", "O", "C", "H", "O", "H", "H", "H", "C", "H", "N", "C", "H", "H", "N", "C", "C", "H", "H", "F", "H", "C", "H", "H", "C", "H", "C", "O"],
  "coordinates": [[-1.912, 0.984, 1.453], [1.654, -3.411, -0.390], [-0.817, 0.867, -1.050], [-3.459, -0.894, -1.530], [1.548, 1.423, 5.222], [0.539, 1.288, 2.509], [0.610, 4.739, 4.454], [-1.806, 3.339, 3.186], [-0.002, 2.427, 3.506], [-1.983, -1.990, 0.280], [-5.012, -2.225, -3.182], [-0.709, -0.419, -1.666], [2.871, -1.320, -0.054], [1.819, 0.472, -0.674], [-0.812, 0.307, 1.913], [-4.321, -3.448, -1.473], [3.763, -0.774, 0.258], [-0.479, 4.010, 2.205], [2.709, -0.378, 5.332], [1.157, 0.206, 3.568], [2.775, -2.706, 0.094], [1.588, -4.500, -0.299], [-0.685, -0.550, -3.100], [-0.991, 4.478, 5.191], [3.443, 0.059, 6.013], [1.978, -0.926, 5.934], [-3.957, -2.482, -2.357], [-1.023, -2.366, 0.594], [-1.899, -1.517, -1.079], [-0.753, 3.636, 3.200], [-2.720, -2.787, 0.277], [-0.869, -0.721, 2.257], [-2.862, 1.607, 1.127], [1.809, -0.606, -0.613], [0.666, -1.312, -1.016], [3.234, -1.088, 4.684], [-0.279, -3.212, -1.379], [-2.927, -2.964, -3.097], [-2.340, -1.217, 0.955], [2.076, 0.743, 4.539], [2.863, 1.298, 4.003], [3.586, -3.249, 0.581], [-0.463, 4.680, 4.253], [-0.794, 5.666, 3.916], [0.602, -2.704, -0.991], [1.495, 1.776, 1.488]],
  "lowdin_charge": [-0.48, -0.07, -0.28, 1.05, 0.11, 0.48, 0.07, 0.11, -0.25, -0.19, 0.06, 0.61, -0.07, 0.10, -0.26, 0.07, 0.11, 0.12, -0.09, -0.23, -0.09, 0.10, -0.30, 0.07, 0.07, 0.07, -0.79, 0.07, -0.56, -0.26, 0.08, 0.04, 0.07, -0.04, -0.28, 0.07, 0.12, 0.07, 0.04, -0.31, 0.12, 0.10, -0.09, 0.07, -0.09, -0.31]
}

- Number 3 is which compound?
  C14H19F3N2O5PS2